Density functional theory data (ωB97M-V with the def2-TZVPD basis set) for a structure of composition C50H56EuI3N8O2PS.

```
! RIJCOSX wB97M-V def2-TZVPD def2/J DEFGRID3
* xyz 0 8
Eu -0.24 -0.44 1.04
I 1.77 -8.24 2.51
C 1.45 -6.12 2.24
C 2.54 -5.29 2.44
C 2.41 -3.95 2.11
I 3.98 -2.60 2.45
C 1.28 -3.45 1.43
O 1.22 -2.25 0.93
C 0.17 -4.36 1.25
C -1.05 -3.97 0.45
N -1.79 -2.74 0.84
C -2.64 -2.84 2.02
C -1.94 -2.61 3.37
C -2.65 -2.95 4.53
C -2.01 -2.81 5.74
C -0.69 -2.37 5.77
C -0.11 -1.99 4.58
N -0.72 -2.10 3.41
C 0.26 -5.69 1.70
H 3.44 -5.67 2.90
H -0.72 -3.81 -0.58
H -1.73 -4.83 0.46
H -2.38 -2.50 0.06
H -3.42 -2.09 1.89
H -3.23 -3.80 2.09
H -3.64 -3.36 4.45
H -2.48 -3.13 6.68
H -0.14 -2.30 6.70
H 0.92 -1.66 4.57
H -0.57 -6.35 1.56
C -3.71 2.80 -1.46
C -2.64 3.50 -0.62
C -3.13 3.80 0.78
P -0.99 2.60 -0.53
C 0.02 4.18 -0.12
C 0.17 5.32 -1.14
C 1.38 3.77 0.46
C -0.70 2.01 -2.24
C -0.54 2.99 -3.23
C -0.36 2.70 -4.58
C -0.19 3.76 -5.65
C -0.39 1.34 -4.92
C -0.54 0.35 -3.98
C -0.73 0.62 -2.60
N -1.01 -0.39 -1.73
C -1.16 -1.69 -2.31
C -2.43 -2.06 -2.79
C -3.58 -1.09 -2.76
C -2.65 -3.32 -3.32
C -1.65 -4.29 -3.44
C -1.91 -5.65 -4.02
C -0.38 -3.91 -3.02
C -0.13 -2.64 -2.47
C 1.27 -2.30 -2.08
H -4.71 3.23 -1.29
H -3.74 1.73 -1.24
H -3.51 2.89 -2.52
H -2.42 4.46 -1.12
H -3.36 2.89 1.34
H -4.06 4.39 0.75
H -2.39 4.35 1.38
H -0.56 4.56 0.72
H 0.88 5.03 -1.91
H 0.61 6.19 -0.65
H -0.81 5.64 -1.56
H 2.01 3.43 -0.34
H 1.24 2.92 1.12
H 1.86 4.63 0.94
H -0.60 4.03 -2.96
H 0.21 4.68 -5.22
H -1.11 3.99 -6.17
H 0.55 3.43 -6.39
H -0.22 1.03 -5.96
H -0.59 -0.66 -4.31
H -3.94 -0.93 -1.73
H -4.37 -1.53 -3.34
H -3.25 -0.11 -3.18
H -3.64 -3.58 -3.68
H -1.80 -5.60 -5.11
H -2.90 -6.02 -3.83
H -1.17 -6.40 -3.68
H 0.47 -4.57 -3.10
H 1.81 -3.26 -1.84
H 1.30 -1.64 -1.23
H 1.74 -1.85 -2.96
N 4.62 1.01 0.16
C 4.89 1.50 -1.12
C 6.12 2.05 -1.43
C 6.40 2.49 -2.71
C 5.41 2.40 -3.69
C 4.17 1.87 -3.38
C 3.91 1.40 -2.09
S 2.43 0.54 -1.75
N 2.29 0.74 -0.08
C 3.35 0.89 0.64
C 3.17 0.99 2.14
C 4.24 1.33 3.00
C 4.01 1.39 4.35
C 2.75 1.15 4.84
C 1.74 0.87 3.93
N 1.94 0.80 2.60
H 5.36 1.07 0.83
H 6.89 2.08 -0.65
H 7.40 2.88 -2.91
H 5.58 2.80 -4.68
H 3.38 1.87 -4.11
H 5.23 1.52 2.58
H 4.86 1.62 5.04
H 2.54 1.19 5.90
H 0.73 0.68 4.25
O -3.13 -0.08 0.51
H -2.62 -0.14 -0.32
H -3.46 0.83 0.53
I -1.87 4.77 5.16
C -1.97 2.90 4.22
C -2.89 1.90 4.46
N -2.57 0.88 3.61
N -1.50 1.17 2.85
C -1.13 2.39 3.23
H -3.77 1.84 5.09
H -3.05 0.01 3.43
H -0.28 2.88 2.79
*
```

## Properties
Calculated total energy ... -4870.48577 hartree
Gap between HOMO and LUMO (alpha / beta) ... 0.2188 / 0.2199 hartree
LUMO energy (alpha / beta) ... -0.3 / -0.3 eV
⟨S²⟩ ... 15.7592